Molecular formula: C23H34F6N3O4PtSbSi
Method: DFT, ωB97M-V/def2-TZVPD

Structure (XYZ):
```
73
Properties=species:S:1:pos:R:3:forces:R:3
Pt 0.69461 -0.34642 0.04188 0.222 0.311 0.430
Sb 0.49195 0.85581 -3.75686 -0.169 -0.087 0.199
Si 1.21424 -2.79665 2.10941 0.005 -0.073 0.023
F 0.80091 1.03068 -5.56193 -0.027 -0.014 -0.002
F -0.11509 -0.92078 -3.76117 0.006 -0.032 0.003
F 1.04384 2.57093 -3.24833 0.060 0.083 0.048
F 2.18562 0.21242 -3.26983 0.097 0.010 -0.145
F -1.30184 1.40491 -3.72764 -0.032 0.070 -0.047
F 0.15286 0.69376 -1.68342 -0.270 0.079 -0.300
O 2.65270 -0.27414 -0.54030 0.227 -0.101 0.011
O -1.98880 -1.33198 -0.87145 -0.234 -0.122 -0.019
O -0.60216 1.06569 1.04637 -0.056 0.006 0.338
O 1.77607 1.84266 0.46563 -0.013 -0.130 -0.044
N -0.13209 -1.84691 1.18112 -0.175 -0.127 -0.312
N -1.10888 2.92895 2.20485 -0.093 -0.015 0.006
N 4.34136 0.70470 -1.64312 0.884 -0.012 -0.381
C -3.47590 0.48667 -1.41927 0.105 -0.123 0.102
C -2.80349 -1.25351 -3.07863 0.090 -0.072 0.106
C -4.21726 1.09758 -2.37573 -0.062 0.056 -0.169
C 2.63379 -2.86834 0.91307 0.114 -0.018 -0.076
C 0.57958 -4.50444 2.42146 -0.107 -0.038 0.014
C -2.34420 2.34271 2.74273 0.051 0.100 -0.038
C -1.93258 -2.42553 2.65626 0.126 0.058 0.071
C 3.29260 0.78842 -0.91662 -0.688 -0.179 0.315
C -2.76638 -0.69638 -1.77130 0.150 -0.055 0.243
C -4.20297 -2.24692 1.92221 -0.051 -0.003 -0.011
C -3.78596 -1.80545 0.66130 0.014 -0.024 0.018
C -1.44808 -1.95693 1.38976 0.081 -0.005 0.016
C -0.91603 4.34894 2.53844 0.040 -0.031 -0.021
C 5.02137 1.92943 -2.11302 0.001 -0.117 0.078
C -2.45188 -1.64071 0.40363 0.173 0.100 -0.164
C 2.77791 2.13329 -0.48559 -0.016 0.033 -0.019
C -0.31499 2.24958 1.41878 -0.067 0.119 -0.145
C 1.57353 -1.74647 3.59236 0.023 0.026 0.040
C -4.27235 0.54037 -3.68711 -0.012 0.015 -0.048
C -3.57665 -0.64692 -4.01783 -0.099 0.122 -0.058
C 0.95477 2.89534 0.88881 -0.068 0.041 0.027
C 4.86499 -0.58241 -2.13542 -0.024 0.151 0.081
C -3.26699 -2.55182 2.91619 -0.071 -0.023 0.040
H -0.93900 4.46333 3.61950 0.002 -0.002 0.030
H 2.34773 -2.85339 -0.14292 -0.015 -0.026 0.071
H -3.65902 -1.05505 -5.01568 0.004 0.001 -0.008
H -2.23942 -2.15314 -3.28277 -0.011 0.019 0.030
H 0.69385 3.56700 0.06539 -0.025 0.020 -0.081
H 0.25166 -4.97436 1.49031 0.019 -0.006 0.044
H -1.72787 4.92815 2.10076 -0.008 -0.001 0.005
H 5.36945 2.52708 -1.27059 0.001 -0.031 -0.041
H 0.02776 4.73031 2.16223 -0.092 0.005 0.026
H -3.38023 0.88185 -0.41586 -0.018 -0.011 -0.032
H 2.40123 -2.19235 4.15369 -0.040 0.030 -0.031
H -0.21861 -4.59533 3.15901 0.078 0.007 -0.052
H -2.35750 1.27372 2.57040 0.024 -0.060 -0.016
H 5.88156 1.62885 -2.69779 0.061 -0.020 -0.047
H 4.70366 -0.63101 -3.20756 -0.004 -0.005 -0.105
H 1.88978 -0.74164 3.29387 -0.008 -0.039 0.036
H -3.20793 2.81139 2.26955 0.027 -0.006 -0.002
H -1.20938 -2.64629 3.43217 -0.082 0.040 -0.111
H 3.11138 -3.84041 1.07552 0.022 0.060 0.024
H 1.45549 3.46312 1.66876 0.081 0.062 0.080
H 3.38836 -2.09689 1.08450 -0.105 -0.076 -0.023
H -4.85077 1.04626 -4.45263 0.012 -0.029 0.055
H -4.52150 -1.64223 -0.11484 -0.004 0.003 -0.022
H -5.26129 -2.37081 2.11516 0.032 0.002 -0.009
H 4.35823 -1.40506 -1.64825 -0.040 -0.018 0.029
H 3.58333 2.72308 -0.04481 -0.010 0.056 0.062
H 5.92874 -0.61834 -1.91676 0.036 -0.014 -0.002
H -4.75474 2.01280 -2.16616 0.009 -0.016 -0.018
H 0.72937 -1.65222 4.27852 0.043 0.002 -0.020
H 4.35317 2.50984 -2.74611 -0.032 0.024 -0.029
H -2.38322 2.54317 3.81218 0.011 0.004 -0.015
H 2.37572 2.66021 -1.35759 -0.057 0.028 0.000
H 1.43166 -5.08426 2.79332 -0.044 0.010 -0.022
H -3.59974 -2.89755 3.88579 -0.004 0.011 -0.016
```
Positions in Å, forces in eV/Å.

Properties
<S²> ... 8.8068
Gap between HOMO and LUMO (alpha / beta) ... 0.3369 / 0.2265 Eh
DFT total energy ... -71003.04920 eV
Total charge ... +3
E_LUMO (alpha / beta) ... -8.10 / -12.03 eV
2S+1 ... 6

---

Molecular formula: C23H34N2O3
Method: DFT, ωB97M-V/def2-TZVPD

Structure (XYZ):
```
62
Properties=species:S:1:pos:R:3:forces:R:3
O -1.69233 -2.03125 -2.32551 0.112 0.072 -0.631
O -0.81001 -2.48439 1.23743 -0.651 0.433 0.100
O 0.57163 2.79836 -2.30005 0.474 -0.393 -0.899
N -2.75933 -2.10797 2.33221 -0.449 0.953 -0.009
N 0.14975 0.61769 -2.09030 -0.325 -1.310 -0.522
C 2.48014 1.38992 -1.80797 -1.581 1.189 -0.450
C -1.16210 -1.03912 3.91469 1.966 -0.333 -0.322
C -1.99736 -2.15670 1.20332 1.124 -1.381 -0.434
C 5.58033 3.24912 -4.20989 0.038 -0.121 0.338
C -4.90274 -1.79892 3.36854 0.644 -0.548 0.756
C -1.73827 0.27445 3.24869 -0.533 -1.112 -0.612
C 5.40669 1.16148 -1.39620 -0.500 0.159 -0.404
C -1.14220 0.38179 -2.78310 0.503 0.394 1.272
C 5.27861 3.33980 -2.70278 -0.081 -0.128 -0.352
C -2.67957 -1.98653 -0.18064 0.086 -0.261 0.850
C -2.45859 -0.57746 -0.74454 0.347 0.388 0.254
C 0.10850 -0.62762 -1.28177 -0.049 0.960 -0.356
C 0.99476 1.65706 -2.13266 0.321 1.237 1.485
C 4.45761 2.15568 -2.11102 0.722 1.108 -0.137
C -4.56470 -2.68781 4.33657 0.865 1.262 -1.238
C -1.34596 -0.76535 -1.77824 -0.951 -1.485 -0.252
C -3.89031 -1.14425 2.39647 0.528 -0.656 1.503
C 3.40546 1.49329 -3.03775 0.716 -0.920 0.063
C -3.29211 0.23076 2.92975 0.141 0.081 0.371
C -2.06852 -2.90679 -1.26157 0.293 0.153 -0.114
C 3.26058 2.59183 -1.22763 0.386 -0.621 0.720
C -2.14802 -2.22359 3.68389 -2.031 2.161 0.476
C -3.09051 -3.07106 4.59849 0.292 -2.070 -0.560
H 5.93613 1.64273 -0.57303 -0.043 0.157 -0.038
H -3.37050 -0.22424 -1.22787 0.126 0.059 -0.148
H 3.03732 2.17421 -3.80973 -0.129 0.013 0.324
H -2.78572 -3.64273 -1.62738 -0.120 0.267 -0.217
H 0.16102 -0.46121 -0.20453 0.356 -0.052 -0.066
H -5.34483 -3.11167 4.95446 0.099 -0.140 0.067
H 6.15243 0.77043 -2.08886 0.050 0.036 -0.103
H 4.67915 3.35188 -4.81430 -0.037 -0.054 0.040
H -0.97265 -0.86191 4.97889 -0.275 -0.207 -0.008
H -4.38443 -0.99568 1.43665 0.236 -0.108 0.000
H 6.22082 3.45305 -2.16386 0.074 -0.164 0.076
H -2.67456 -1.50356 4.30069 -1.665 1.341 -0.841
H -0.18642 -1.28142 3.49035 0.117 0.291 -0.122
H 2.60684 0.47690 -1.22694 0.082 0.010 -0.151
H -1.01150 0.10941 -3.83069 -0.099 -0.088 0.074
H 4.75454 4.28126 -2.53133 -0.205 -0.025 0.043
H -2.17385 0.14986 0.01890 -0.078 0.031 0.041
H -2.83655 -2.97495 5.65762 0.021 0.189 -0.101
H -1.20327 0.43700 2.31130 -0.015 -0.101 -0.057
H -1.50137 1.14513 3.86189 -0.204 -0.098 0.078
H 3.42404 2.58691 -0.14949 0.013 0.000 0.103
H 2.86508 3.57115 -1.51151 -0.158 -0.378 -0.205
H 6.26133 4.04383 -4.51608 0.017 0.011 0.035
H 0.81868 -1.38127 -1.62346 -0.233 -0.224 0.108
H 6.05090 2.29811 -4.46223 0.016 -0.060 -0.036
H 4.88251 0.30271 -0.97779 -0.145 -0.037 -0.013
H -5.94845 -1.54912 3.25911 -0.086 0.158 -0.094
H 3.69454 0.55336 -3.50888 0.016 -0.049 -0.102
H -3.52032 1.01438 2.20653 0.135 0.017 -0.081
H -3.73931 -2.22129 -0.09981 -0.018 0.125 0.097
H -2.96154 -4.12632 4.35517 -0.169 -0.336 0.211
H -3.83199 0.52624 3.83091 -0.083 -0.103 0.041
H -1.85641 1.19449 -2.64424 -0.007 0.013 -0.285
H -1.19306 -3.48011 -0.94894 0.004 0.293 0.438
```
Positions in Å, forces in eV/Å.

Properties
Energy relative to the best compared isomer or geometry (same formula, charge and spin) ... 152.01 kcal/mol
SMILES string ... CC[C@]1(C)C[C@H](C(=O)N2CC3(C[C@H](C(=O)N4[C@@H]5CC=C[C@H]4CCC5)CO3)C2)C1
Gap between HOMO and LUMO ... 0.3491 Eh
DFT total energy ... -33520.61040 eV
E_LUMO ... 0.60 eV

---

Molecular formula: C23H34N2O5
Method: DFT, ωB97M-V/def2-TZVPD

Structure (XYZ):
```
64
Properties=species:S:1:pos:R:3:forces:R:3
O -6.78841 -0.04890 -2.07796 -0.179 -0.146 -0.257
O -1.47450 1.49044 -0.03830 0.132 0.183 -0.068
O -6.77090 -1.68672 1.00053 0.137 0.065 0.074
O 3.94581 -1.14400 -1.94588 -0.154 -0.138 -0.202
O 5.73548 -2.37058 0.85529 -0.036 0.125 0.157
N -5.34406 0.62012 -0.49788 0.345 0.147 -0.075
N 4.76861 0.07009 -0.23248 0.194 0.010 0.000
C -3.07891 -0.25982 -0.64913 0.061 0.318 -0.003
C 2.00986 1.42816 -0.96926 -0.040 -0.170 0.068
C 2.38633 0.11679 -0.69137 -0.239 -0.105 -0.146
C 0.13294 -0.35611 0.02669 -0.340 0.072 0.092
C -0.23828 0.95835 -0.23725 0.232 0.041 -0.054
C 5.44010 2.17891 0.77905 0.078 -0.221 0.215
C -5.00227 0.98629 0.86085 -0.040 0.063 0.368
C 6.90570 1.81274 0.56357 -0.090 0.116 -0.201
C 0.71591 1.84371 -0.74434 -0.189 -0.022 0.042
C -7.26188 -2.63255 0.07524 -0.056 -0.082 -0.093
C -7.64043 -0.60450 1.23392 -0.037 0.137 0.175
C -6.58076 0.29781 -0.92698 -0.366 0.159 0.160
C 6.64864 -1.35741 0.52769 -0.066 0.185 -0.069
C -4.22379 0.40797 -1.39787 0.165 -0.254 -0.338
C 6.12743 -0.34886 -0.52217 0.282 -0.374 -0.285
C 7.03792 0.87907 -0.63829 -0.031 -0.132 0.178
C -2.53133 0.67621 0.44342 -0.317 -0.314 0.147
C 5.52761 -3.33136 -0.15840 -0.056 -0.055 -0.139
C 4.60689 0.90660 0.93299 -0.133 0.415 0.194
C -7.73636 0.39966 0.06294 -0.021 -0.329 -0.067
C 3.76109 -0.37883 -1.01187 -0.124 -0.016 -0.004
C 1.43432 -0.76685 -0.20711 0.284 0.166 -0.086
C -3.62869 1.64519 0.90257 0.134 -0.165 0.003
H -2.17782 0.08635 1.30074 -0.008 0.105 -0.095
H 7.29643 1.33010 1.46096 0.046 0.036 0.076
H -7.36854 -2.20652 -0.92563 -0.014 -0.032 -0.005
H 2.73349 2.12173 -1.37194 0.084 0.091 -0.027
H 3.55129 1.14886 1.05881 0.177 -0.090 0.075
H -3.89112 1.36203 -1.82160 -0.006 -0.079 -0.068
H -4.58142 -0.22175 -2.21547 0.101 0.177 0.104
H -3.61047 2.51312 0.24236 -0.007 0.030 -0.004
H 8.07195 0.54950 -0.75021 0.050 0.000 -0.079
H -2.28191 -0.50673 -1.35132 0.010 -0.076 0.043
H -8.23021 -3.02979 0.40240 0.016 -0.020 0.008
H -3.44007 -1.18496 -0.19727 0.018 -0.070 -0.006
H 4.91944 -4.11408 0.29106 0.029 -0.060 -0.066
H -7.24585 -0.11779 2.12919 -0.103 -0.019 -0.080
H 5.07493 2.74504 -0.08032 -0.068 0.057 -0.026
H 0.41154 2.85672 -0.95546 -0.041 0.119 -0.033
H 6.75880 1.42605 -1.54160 0.045 -0.031 -0.056
H 6.08237 -0.85636 -1.49213 0.022 0.115 0.221
H -8.64791 -0.97947 1.46828 0.110 0.072 0.016
H -6.53106 -3.43848 0.04845 -0.067 -0.042 -0.054
H 5.32741 2.79944 1.66896 -0.037 0.049 0.007
H -7.80219 1.41543 0.45489 -0.041 0.034 0.032
H -5.74638 1.68768 1.24762 0.058 -0.104 0.050
H 4.93732 0.35173 1.81839 -0.065 0.031 0.027
H -3.42061 1.99314 1.91443 -0.013 0.041 -0.022
H 7.58818 -1.78910 0.14862 -0.043 0.080 0.042
H 7.49639 2.71421 0.39025 0.056 -0.025 0.072
H 6.48145 -3.75808 -0.49118 0.007 -0.036 0.021
H -0.57793 -1.07325 0.40533 -0.100 -0.040 0.028
H -8.63706 0.20509 -0.52148 0.146 0.101 -0.013
H 1.71530 -1.79012 -0.00839 0.014 -0.117 0.001
H 4.99938 -2.91253 -1.01968 0.057 -0.036 0.047
H 6.85778 -0.85395 1.47421 0.096 -0.006 -0.075
H -4.99698 0.09513 1.50054 -0.058 0.067 0.051
```
Positions in Å, forces in eV/Å.

Properties
Energy relative to the best compared isomer or geometry (same formula, charge and spin) ... 35.29 kcal/mol
SMILES string ... COCCC(=O)N1CCC(Oc2ccc(C(=O)N3CCCC[C@H]3COC)cc2)CC1
Gap between HOMO and LUMO ... 0.3383 Eh
DFT total energy ... -37620.51469 eV
E_LUMO ... 0.65 eV

---

Molecular formula: C23H34N2O7
Method: DFT, ωB97M-V/def2-TZVPD

Structure (XYZ):
```
66
Properties=species:S:1:pos:R:3:forces:R:3
O 1.00639 -0.96794 -1.11404 0.133 -0.100 -0.286
O -1.93881 -1.13717 2.41648 0.080 -0.164 -0.308
O 0.75930 1.76155 -1.79040 -0.126 -0.051 -0.379
O -0.95329 -4.54615 -0.45882 0.035 0.022 -0.081
O -1.52576 -4.35755 -2.62412 0.005 0.237 -0.017
O -2.23144 1.03713 1.94753 0.001 -0.171 0.217
O 1.11442 -1.10516 1.12267 0.154 0.046 0.081
N -1.59583 -0.20398 -2.12769 -0.047 0.076 -0.272
N 1.81981 2.04512 0.17257 -0.009 0.245 0.088
C -1.96649 -0.09099 1.57930 -0.214 0.480 0.079
C 1.52355 1.34303 -0.93064 0.203 -0.419 -0.174
C 1.20819 2.96901 2.84406 -0.134 -0.138 -0.048
C 2.10804 -0.06523 -1.14148 0.165 0.166 0.183
C 0.36273 3.36353 1.63799 0.171 -0.009 -0.028
C 2.65849 1.64719 1.28369 0.139 -0.394 0.391
C -1.49482 -5.77840 -2.73449 0.104 -0.544 0.112
C -2.39294 1.68936 -0.88754 -0.026 0.115 0.134
C 2.97950 4.46655 -1.04927 -0.077 0.089 0.195
C 1.17840 3.34908 0.34120 -0.375 0.541 -0.046
C -1.84992 0.30091 -0.87806 -0.174 0.017 0.573
C -1.61956 -1.92397 -3.82606 0.076 0.011 -0.129
C 2.19218 4.49812 0.25552 -0.022 -0.259 -0.213
C -0.08042 -6.29298 -2.96500 -0.290 0.289 0.095
C -1.45568 -1.54047 -2.39305 -0.119 -0.517 0.232
C -1.23463 -2.38776 -1.35799 -0.139 0.352 0.122
C -1.21107 -3.84537 -1.41362 -0.051 -0.129 -0.050
C -2.20096 -0.87998 3.79191 -0.088 0.290 0.519
C -0.91106 -1.79955 -0.00912 0.232 0.122 -0.149
C -1.65195 -0.48777 0.20667 -0.050 -0.246 -0.469
C 1.85016 1.61365 2.58060 0.124 0.200 -0.040
C -0.97397 -0.32717 4.50349 -0.222 -0.115 -0.317
C 0.52582 -1.30378 0.09116 -0.063 -0.430 0.248
H -0.06272 4.35839 1.77766 -0.060 0.037 -0.043
H 2.88307 4.47207 1.09856 -0.010 0.090 0.091
H 3.48208 2.36450 1.37357 0.016 -0.059 -0.002
H -1.59059 -1.04256 -4.46344 -0.009 0.069 -0.042
H 2.50979 1.32993 3.40180 0.024 -0.064 0.028
H -2.64243 2.01132 0.11700 0.006 0.033 -0.082
H -3.27739 1.74712 -1.52132 -0.056 -0.031 -0.075
H -2.56853 -2.43667 -3.97320 -0.025 0.014 -0.045
H 3.59649 3.57229 -1.10800 0.087 -0.073 -0.051
H -3.03619 -0.17518 3.87235 0.089 -0.192 0.005
H 0.57605 2.91903 3.73195 0.027 0.051 0.060
H -0.76011 0.67616 4.14511 0.051 0.087 0.009
H 1.98145 3.71743 3.03122 0.024 0.047 0.074
H -0.11489 -0.96354 4.30591 0.102 -0.057 0.037
H -2.49020 -1.84911 4.20383 -0.001 0.126 -0.069
H -0.83255 -2.60903 -4.12706 -0.015 0.017 -0.069
H -1.15676 -0.28951 5.57377 -0.002 0.010 0.133
H -1.10728 -2.51443 0.79000 0.114 0.184 -0.163
H -1.63001 2.34989 -1.29879 0.061 0.071 -0.053
H 2.50303 -0.12018 -2.15785 -0.056 0.086 0.175
H 0.49426 3.45451 -0.50666 0.154 -0.011 0.198
H 2.30276 4.46474 -1.90029 -0.036 -0.011 -0.133
H 0.34923 -5.83383 -3.85247 0.055 -0.008 -0.097
H -0.46240 2.65454 1.54477 -0.061 0.023 -0.024
H 2.86657 -0.37368 -0.42258 -0.099 0.041 -0.138
H 3.62827 5.33632 -1.12268 0.097 0.036 -0.065
H -1.90738 -6.21618 -1.81945 -0.013 0.059 -0.210
H -1.62861 0.44562 -2.89937 0.012 -0.131 0.101
H -2.14181 -6.01061 -3.58365 0.044 0.032 0.125
H -0.10022 -7.37115 -3.09603 0.029 -0.131 -0.031
H 0.54090 -6.05309 -2.10592 0.068 -0.032 0.042
H 1.63267 5.43326 0.31884 -0.019 0.009 0.101
H 1.08146 0.84699 2.48179 0.013 -0.044 0.028
H 3.08362 0.66176 1.11717 -0.007 0.106 -0.076
```
Positions in Å, forces in eV/Å.

Properties
Energy relative to the best compared isomer or geometry (same formula, charge and spin) ... 0.32 kcal/mol
SMILES string ... CCOC(=O)C1=C(C)NC(C)=C(C(=O)OCC)C1C(=O)OCC(=O)N1CCCC[C@H]1CC
Gap between HOMO and LUMO ... 0.3207 Eh
DFT total energy ... -41717.42754 eV
E_LUMO ... 0.68 eV

---

The lowest DFT total energy belongs to which entry?
C23H34F6N3O4PtSbSi